# C18H26N7S4Sm

A structure of composition C18H26N7S4Sm in a non-equilibrium geometry (the ωB97M-V functional and the def2-TZVPD basis, OMol25).

Structure (XYZ):
```
56
Properties=species:S:1:pos:R:3:lowdin_spin:R:1
H -3.772 0.288 -1.682 0.00
H -3.022 -3.285 -2.081 0.00
H 4.624 -0.587 -4.087 0.00
N -2.319 -1.245 -2.222 0.00
C 3.187 -0.186 -2.446 -0.01
H 1.601 1.367 -4.757 0.00
S 3.167 -0.698 -0.770 -0.03
H -1.271 -3.100 -2.339 0.00
H -2.936 -2.318 1.417 0.00
H 0.120 -2.363 -0.638 0.00
H -4.398 4.861 1.076 0.00
C 2.697 1.034 -2.943 0.00
H -1.938 -0.130 1.451 0.00
C 1.665 0.302 3.595 0.00
N -0.419 2.995 2.629 0.00
H -2.202 1.012 0.078 0.00
C -0.989 3.579 1.591 0.00
C 2.561 -1.516 4.981 0.00
H 3.133 -1.594 -4.206 0.00
C 2.478 -1.621 2.550 0.00
N -1.916 -2.853 -0.342 0.00
C 3.831 -1.103 -3.496 0.00
S 2.042 2.336 -2.004 -0.04
C -1.150 -0.465 -1.839 0.00
C -3.367 4.796 0.631 0.00
S -0.543 3.262 -0.057 -0.01
H -3.941 -2.871 0.032 0.00
H 3.126 2.209 -4.648 0.00
H 3.215 -3.231 3.787 0.00
H 2.684 -2.175 1.643 0.00
H -3.331 3.885 0.042 0.00
H 0.684 2.038 4.479 0.00
H -4.391 -1.369 -1.661 0.00
H 2.066 0.454 5.768 0.00
C -3.107 -2.245 0.346 0.00
C 2.646 1.248 -4.470 0.00
C -0.714 -2.013 -0.011 0.00
H -3.254 5.669 -0.042 0.00
H 2.772 -1.964 5.970 0.00
C 0.960 1.519 3.569 0.00
C -2.127 -2.702 -1.801 0.00
Sm 1.179 0.912 0.206 5.11
H -0.249 -0.870 -2.319 0.00
H 3.081 0.435 -5.091 0.00
N -0.860 -0.561 -0.362 -0.01
N 0.466 1.996 2.411 -0.01
C -3.505 -0.752 -1.446 0.00
N 1.896 -0.403 2.406 -0.01
H -0.480 -2.118 1.053 0.00
H 4.366 -1.884 -2.906 0.00
H -1.287 0.615 -2.057 0.00
N -3.305 -0.848 0.008 0.00
C -2.125 -0.059 0.356 0.00
C 2.129 -0.212 4.892 0.00
C 2.793 -2.222 3.763 0.00
S -2.253 4.750 1.993 0.00
```

As for the spin multiplicity: 6. For the gap between HOMO and LUMO (alpha / beta), the calculation gives 4.399 / 4.423 eV. As for the expectation value of S²: 8.78. Its total charge is 0. The value obtained for the energy above the lowest of the compared OMol25 structures with the same formula, charge and spin is 0.0 kJ/mol.

***

# C18H26O15

A structure of composition C18H26O15 in a non-equilibrium geometry (the ωB97M-V functional and the def2-TZVPD basis, OMol25).

Structure (XYZ):
```
59
Properties=species:S:1:pos:R:3:mulliken_charge:R:1
O 0.983 1.898 2.178 -0.42
H 2.220 4.334 0.149 0.30
C 1.472 0.134 0.355 2.63
O -0.991 -1.896 1.296 -0.41
H -0.719 0.937 1.281 -0.71
H -1.523 0.339 3.179 0.26
H 1.643 2.117 -0.346 0.53
C 1.061 1.252 -0.666 -2.72
C -1.312 -4.288 1.634 -1.83
O -1.267 -1.201 -2.846 -0.35
O 2.643 1.025 3.540 -0.63
H 1.592 5.670 -0.914 0.35
O -0.619 3.812 0.326 -0.33
H 0.630 0.687 -2.967 0.21
C -3.098 -2.702 0.650 -0.50
H -0.022 1.371 -0.642 0.25
O -2.426 -2.372 -1.378 -0.61
H 1.202 -2.935 -3.154 0.40
H -3.714 -3.276 1.342 0.43
H -0.166 -1.824 -4.526 0.34
C 3.073 -1.481 0.211 0.59
C -0.125 -1.253 -3.599 0.73
C 1.468 1.188 3.211 0.88
C -1.373 -2.140 -1.961 0.73
C 1.376 4.723 -0.420 -0.36
O -0.185 -2.706 -1.764 -0.40
C -1.871 -0.867 1.168 0.69
H 1.538 -1.572 -2.117 0.15
C -0.255 3.216 -0.879 0.93
C 0.399 0.118 -3.868 -1.43
C -1.555 -3.042 0.766 0.59
H -0.263 5.911 0.235 0.38
C 0.874 -1.225 0.160 0.36
O -3.097 -1.314 0.869 -0.40
H -3.334 -2.865 -0.402 0.38
C -0.787 1.127 3.336 -0.71
H 0.211 -1.437 0.998 0.10
O 0.454 0.681 3.931 -0.37
O 2.797 -0.161 0.036 -0.54
C 0.740 -2.082 -2.657 -0.55
H -0.265 0.702 -4.506 0.39
H 0.563 4.934 1.503 0.27
H 0.348 -1.421 -0.775 -0.51
H 1.343 0.989 -1.685 0.96
H -1.500 -4.197 2.704 0.40
H 1.444 0.487 1.386 -0.70
H -1.027 -3.043 -0.188 0.26
H -0.238 -4.474 1.633 0.44
O 4.244 -2.006 0.215 -0.71
H -1.404 1.773 3.960 0.23
C -0.419 1.689 2.011 0.50
O 0.920 3.790 -1.318 -0.33
O -0.931 2.386 -1.362 -0.48
H -0.982 2.604 1.823 0.78
O -1.644 0.316 1.341 -0.33
C 0.208 4.957 0.473 -0.43
H -1.624 -5.241 1.206 0.38
H 1.317 -0.023 -4.439 0.44
O 1.973 -2.121 0.273 -0.51
```

For the gap between HOMO and LUMO, the calculation gives 9.011 eV. Its total charge is 0. The value obtained for the energy above the lowest of the compared OMol25 structures with the same formula, charge and spin is 1305.7 kJ/mol.

***

# C18H27BrF8N4O4P

A cluster of 2 separate species, C18H27BrF8N4O4P in total in a non-equilibrium geometry (the ωB97M-V functional and the def2-TZVPD basis, OMol25).

Structure (XYZ):
```
63
Properties=species:S:1:pos:R:3:mulliken_charge:R:1
C 2.355 1.767 -1.605 0.76
C -1.379 -0.868 3.305 -0.83
H -4.331 -1.277 3.452 0.23
H 1.431 -0.994 2.096 0.25
F 1.025 1.598 -0.935 -0.27
N 1.783 3.520 3.029 -0.38
H -0.780 6.295 5.268 0.33
C 1.035 -0.132 -5.046 0.17
F 0.863 0.156 -6.495 -0.26
C -0.916 -6.200 -3.915 -0.92
H -0.208 6.260 2.172 0.29
N -0.826 2.982 3.598 0.11
F 2.174 2.146 -5.076 -0.27
C 0.613 2.578 3.213 0.00
H 1.825 4.266 3.757 0.34
C 0.681 0.948 3.051 0.20
H -2.138 6.136 1.832 0.34
C -1.917 -4.109 -1.654 0.66
O -2.388 -3.870 -0.542 -0.58
H -1.978 -4.340 -4.354 0.31
H -4.462 -2.160 1.732 0.31
F 0.199 1.944 -3.738 -0.25
F 1.977 -0.622 -2.415 -0.25
O -2.480 -5.051 -2.444 -0.38
C 3.141 0.561 1.843 -0.55
H -0.561 -3.374 -3.197 0.24
C -2.481 -0.906 2.061 0.76
H 2.338 -0.560 3.692 0.40
H -1.934 -1.114 4.328 0.31
C 3.482 1.381 -0.434 -0.70
H -0.682 -2.393 -1.758 0.13
H 3.729 2.390 0.105 0.37
H -4.711 -0.253 1.916 0.26
F 3.769 0.597 -3.486 -0.28
H -0.966 4.704 1.359 0.16
H -2.982 -5.775 -4.284 0.30
H 3.433 1.655 2.139 0.34
O -0.393 5.371 5.107 -0.53
O 2.848 0.359 0.413 -0.17
H 4.438 1.028 -1.009 0.30
H -1.028 -0.485 0.742 0.18
C -2.120 -5.284 -3.818 -0.34
F 2.537 3.143 -2.140 -0.29
C -4.111 -1.190 2.291 -0.93
N -0.743 0.513 3.322 0.29
C -0.664 -3.427 -2.113 -0.62
H -1.109 -7.142 -3.390 0.30
H -0.681 -6.420 -4.960 0.35
C 1.905 -0.086 2.703 -0.50
N -2.057 -0.667 0.777 -0.58
H 1.860 3.895 2.059 0.27
P -1.417 4.665 3.880 0.22
Br -3.583 1.808 4.122 0.02
C -1.643 1.685 3.648 -0.06
H 4.097 -0.114 2.079 0.28
H 1.976 -0.861 -4.964 0.25
C 1.427 1.225 -4.153 0.77
H -0.033 -5.756 -3.449 0.26
H -0.536 -1.663 3.146 0.30
C 2.390 0.749 -2.897 0.22
C -1.158 5.547 2.177 -0.73
F -0.138 -0.836 -4.454 -0.21
H 0.201 -3.941 -1.687 0.27
```

For the gap between HOMO and LUMO, the calculation gives 7.850 eV. Its total charge is +1. The value obtained for the energy above the lowest of the compared OMol25 structures with the same formula, charge and spin is 1290.6 kJ/mol.

***

# C18H27ClErN

A structure of composition C18H27ClErN in a non-equilibrium geometry (the ωB97M-V functional and the def2-TZVPD basis, OMol25).

Structure (XYZ):
```
48
Properties=species:S:1:pos:R:3:lowdin_spin:R:1
H 0.634 -3.090 -1.672 0.00
H -0.622 -3.406 3.109 0.00
H -2.447 2.180 -0.787 0.00
H -0.922 -4.220 1.578 0.00
C -0.705 3.708 2.754 0.00
C 0.311 -0.993 -2.115 0.00
H -3.211 0.564 -0.760 0.00
H -2.606 -2.152 -2.475 0.00
C -0.670 2.800 1.713 0.00
C 0.888 -2.327 -2.428 0.00
H -0.201 3.102 -3.183 0.00
H -1.693 -2.698 -1.078 0.00
H -1.301 2.864 0.826 0.00
C 0.999 2.425 3.850 0.00
H 2.546 -2.485 1.153 0.00
H -1.799 -2.785 1.959 0.00
C 1.658 -3.116 1.335 0.00
C 0.108 2.769 -2.174 0.00
C -0.062 1.300 -2.056 -0.01
H 0.489 -2.682 -3.397 0.00
H 0.421 -1.364 1.808 0.00
H 1.722 -3.910 0.574 0.00
Cl 2.015 2.116 5.189 0.00
H 1.983 -2.292 -2.490 0.00
H -3.226 1.522 -2.265 0.00
C -1.074 -0.770 -1.818 0.00
H -0.061 -2.207 0.253 0.00
H 2.517 0.967 -3.510 0.00
H 1.150 3.077 -2.012 0.00
C -2.613 1.262 -1.380 0.00
Er 0.208 0.197 0.033 3.02
H -1.376 4.569 2.700 0.00
H -0.497 3.325 -1.438 0.00
C 0.281 -2.372 1.318 0.00
C 0.152 3.536 3.843 0.00
H 2.855 1.293 -1.814 0.00
C 1.030 1.544 2.768 0.00
C -2.105 -1.805 -1.559 0.00
H 3.010 -0.337 -2.418 0.00
C -1.315 0.639 -1.778 0.00
H 0.195 4.216 4.681 0.00
H 1.673 0.676 2.699 0.00
C -0.811 -3.229 2.034 0.00
N 0.183 1.739 1.725 0.00
C 2.388 0.562 -2.496 0.00
H -2.908 -1.432 -0.913 0.00
H 1.854 -3.581 2.317 0.00
C 0.956 0.302 -2.205 0.00
```

As for the spin multiplicity: 4. For the gap between HOMO and LUMO (alpha / beta), the calculation gives 7.759 / 7.914 eV. As for the expectation value of S²: 3.75. Its total charge is +2. The value obtained for the energy above the lowest of the compared OMol25 structures with the same formula, charge and spin is 16.3 kJ/mol.